# C3H6O2

The molecule C3H6O2 (ωB97M-V/def2-TZVPD, the OMol25 dataset).

The geometry in XYZ format:
```
11
Properties=species:S:1:pos:R:3:forces:R:3
O 0.655723 1.679900 -0.319138 0.088 0.014 -0.189
C 0.180134 0.904898 0.749282 -0.156 -0.140 0.294
C 0.104670 -0.574579 0.380000 -0.052 0.043 0.179
C -0.705586 -1.023701 -0.748043 -0.266 -0.080 -0.047
O 0.711143 -0.907446 -0.866369 0.216 -0.084 -0.073
H 1.151229 1.076315 -0.893828 -0.077 0.110 0.006
H 0.809459 1.022389 1.643702 0.006 -0.003 -0.179
H -0.822200 1.269354 1.004585 0.111 -0.078 0.054
H 0.328505 -1.283729 1.176470 -0.095 0.116 -0.083
H -1.285929 -0.287493 -1.303223 0.155 -0.067 0.040
H -1.082730 -2.045213 -0.774578 0.069 0.169 -0.001
```
Forces are in eV/Å.

- Max |F|: 0.4 eV/Å
- SMILES string: OC[C@H]1CO1
- E_LUMO: 1.06 eV
- Electronic energy: -268.3293 Eh